Entry 1:
Below is 5 unconnected molecules or ions with the total composition C23H36F3O14S, with properties calculated with ωB97M-V/def2-TZVPD.

Positions of all 77 atoms, in Å:
C  -4.61922  -3.38197  2.84243
C  -4.45280  -4.36006  1.70017
O  -5.38048  -4.65023  0.98773
O  -3.24981  -4.97582  1.50556
C  -2.03685  -4.25353  1.68729
C  -1.77615  -3.25420  0.56155
C  -2.28163  -1.82660  0.84447
C  -1.39523  -0.72631  0.22009
S  -0.90288  0.54870  1.36938
C  0.06347  -0.21687  2.75698
F  -0.54930  -0.01924  3.90119
F  1.21795  0.39088  2.77693
F  0.23729  -1.49876  2.55319
H  -5.48551  -3.69068  3.42402
H  -4.87059  -2.41025  2.40912
H  -3.74747  -3.24702  3.47784
H  -1.96453  -3.79459  2.67814
H  -1.25374  -5.01130  1.65143
H  -0.69451  -3.20511  0.40563
H  -2.22161  -3.64480  -0.35465
H  -2.30270  -1.70670  1.93333
H  -3.31888  -1.69641  0.52949
H  -1.98920  -0.16815  -0.50498
H  -0.49175  -1.10832  -0.24831
H  -2.06602  0.90610  1.94670
C  -5.06244  1.65142  -3.07307
C  -3.60348  1.48220  -3.40834
C  -3.31811  0.81228  -4.74032
O  -2.06815  0.14040  -4.48945
C  -1.99160  -0.09996  -3.17602
O  -1.18937  -0.80734  -2.64127
O  -2.95585  0.56021  -2.49936
H  -5.52074  0.68458  -2.86474
H  -5.18579  2.26676  -2.18435
H  -5.58723  2.12788  -3.90158
H  -3.07828  2.43764  -3.33511
H  -3.20554  1.51218  -5.56283
H  -4.06701  0.06176  -4.99915
C  4.98290  0.67665  -1.20877
C  3.63041  1.03566  -1.76459
C  3.41033  2.51737  -2.00156
O  1.98682  2.65434  -1.78906
C  1.60881  1.66776  -0.97687
O  0.52727  1.60579  -0.44618
O  2.56638  0.75419  -0.80907
H  5.08149  1.01263  -0.18065
H  5.12177  -0.40355  -1.21033
H  5.77507  1.12773  -1.80540
H  3.41194  0.46368  -2.66881
H  3.66896  2.84144  -3.00479
H  3.92838  3.13977  -1.27043
C  7.08529  -3.76117  1.35684
C  7.67824  -2.57530  0.63969
C  8.97492  -2.05262  1.22676
O  8.91384  -0.65683  0.90760
C  7.61714  -0.31121  0.78694
O  7.22068  0.80957  0.71674
O  6.82960  -1.41195  0.75895
H  6.70822  -3.46224  2.33510
H  6.24986  -4.17759  0.79550
H  7.83486  -4.54215  1.48370
H  7.79587  -2.79027  -0.42533
H  9.86131  -2.49864  0.78473
H  9.01494  -2.16161  2.31281
C  -2.03988  4.86068  0.26734
C  -3.50367  4.57959  0.48924
C  -3.91436  4.43068  1.93980
O  -5.00881  3.50957  1.85659
C  -4.84693  2.76674  0.74342
O  -5.46106  1.78178  0.48524
O  -3.86625  3.28387  -0.04323
H  -1.43989  3.97808  0.49740
H  -1.85003  5.10806  -0.77631
H  -1.70173  5.69649  0.87960
H  -4.12035  5.32952  -0.01076
H  -4.24018  5.36086  2.39609
H  -3.12643  3.98382  2.55295

Force components x, y, z for each atom (eV/Å):
C 0.1 0.3 -0.2
C -0.7 -0.3 -0.4
O 0.7 0.1 0.5
O -0.2 0.3 0.0
C 0.4 -0.3 -0.1
C 0.0 0.3 0.1
C 0.1 -0.3 0.5
C -1.1 -0.7 0.4
S 0.1 1.3 -0.4
C -0.5 -0.1 0.2
F -0.4 0.1 0.5
F 0.6 0.3 -0.1
F 0.0 -0.6 -0.2
H 0.1 -0.1 0.0
H 0.0 -0.1 0.0
H -0.1 -0.2 0.1
H -0.1 0.1 -0.1
H -0.2 -0.1 0.0
H 0.0 -0.1 0.0
H 0.1 0.0 0.0
H 0.0 0.0 -0.1
H 0.1 0.1 -0.2
H 0.5 0.2 -0.2
H 0.1 0.3 -0.1
H -0.1 -0.7 0.4
C 0.0 -0.1 0.3
C -0.3 0.1 -0.2
C 0.0 0.1 0.0
O -0.1 0.0 0.0
C 0.0 -0.1 0.2
O 0.1 0.0 -0.2
O 0.1 0.1 0.0
H 0.0 0.0 -0.1
H 0.0 0.0 0.0
H 0.0 0.0 0.0
H 0.1 0.0 0.0
H 0.1 0.0 0.0
H 0.0 0.0 0.1
C -0.3 -0.2 0.1
C 0.3 0.1 -0.1
C 0.0 0.0 -0.1
O 0.1 0.1 0.0
C -0.2 -0.1 0.0
O 0.5 0.1 -0.5
O 0.0 0.0 -0.2
H 0.0 0.2 0.0
H 0.0 0.0 0.0
H 0.0 0.0 0.0
H -0.1 0.0 0.0
H -0.1 0.0 0.0
H 0.0 0.0 0.0
C -0.3 0.1 0.0
C 0.1 -0.2 0.1
C 0.0 0.0 0.0
O 0.0 0.0 0.1
C 0.1 0.1 0.1
O 0.1 -0.1 0.1
O 0.0 0.0 -0.1
H 0.1 0.0 0.1
H 0.0 0.0 0.0
H 0.0 0.0 0.0
H 0.0 0.1 0.0
H 0.0 0.1 -0.1
H -0.1 0.0 0.0
C 0.1 -0.2 -0.3
C 0.3 0.1 0.1
C -0.1 0.1 0.0
O 0.1 0.0 0.1
C 0.0 -0.1 -0.1
O 0.1 0.0 0.0
O -0.1 0.1 0.2
H 0.0 0.0 0.1
H 0.0 0.0 0.0
H -0.1 0.0 0.0
H -0.1 0.0 0.0
H -0.1 0.0 0.0
H 0.0 0.0 0.0

Frontier orbital gap (eV): 9.70
M (g/mol): 625.59
Total charge: +1
Electronic energy (eV): -72081.6162
Lowest unoccupied orbital energy (eV): -2.54

Entry 2:
Below is a molecular structure, C23H36HfN4O2P, with properties calculated with ωB97M-V/def2-TZVPD.

Positions of all 67 atoms, in Å:
Hf  -0.22830  -0.26030  0.18120
C  3.94810  -0.92480  -1.08540
C  2.61110  -0.88820  -0.45580
N  1.53230  -0.58230  -1.08480
O  1.47660  -0.21090  -2.40580
C  2.33360  -1.15130  1.03540
C  3.44640  -1.71010  1.85390
N  1.19740  -0.86160  1.50510
O  -0.07480  -2.80140  0.34690
H  4.25400  0.08540  -1.37500
H  3.93520  -1.52940  -1.99650
H  4.70870  -1.32210  -0.42140
H  2.34600  -0.27730  -2.85530
H  4.22860  -0.96410  1.99480
H  3.89250  -2.58670  1.38830
H  3.07470  -1.98490  2.83710
C  2.39460  3.38420  1.22260
C  1.68230  4.46230  0.71480
C  0.41560  4.23120  0.20220
C  -0.09830  2.93670  0.18690
N  0.60360  1.88220  0.65860
C  1.81580  2.12660  1.18150
C  -1.42300  2.66010  -0.39400
C  -2.38150  3.66330  -0.54380
C  -3.56560  3.38300  -1.20690
C  -3.74740  2.10800  -1.72720
C  -2.77410  1.15300  -1.49060
N  -1.64380  1.39070  -0.80760
H  3.38270  3.50840  1.63980
H  2.09320  5.46130  0.71560
H  -0.15500  5.04330  -0.21580
H  2.33540  1.28060  1.61350
H  -2.21920  4.65130  -0.14270
H  -4.32130  4.14500  -1.32120
H  -4.63270  1.86520  -2.29540
H  -2.90050  0.14650  -1.87410
C  -5.13540  -1.14400  -0.10610
C  -4.16580  -2.27900  -0.43290
C  -4.25790  -2.62810  -1.91540
P  -2.42070  -1.83280  0.10290
C  -1.26080  -3.26780  -0.37040
C  -1.68100  -4.64940  0.08530
C  -0.89250  -3.18660  -1.85120
C  -2.39230  -1.89210  1.99530
C  -3.60000  -2.52390  2.68210
C  -2.20670  -0.44250  2.48090
H  -6.14440  -1.54240  -0.04380
H  -5.13610  -0.39190  -0.88990
H  -4.92410  -0.65950  0.84320
H  -4.41680  -3.16450  0.16450
H  -3.86260  -1.83790  -2.55390
H  -5.30850  -2.75400  -2.17420
H  -3.76060  -3.56440  -2.15260
H  0.36270  -3.56680  0.75940
H  -2.55840  -4.99060  -0.45470
H  -1.91890  -4.66330  1.14620
H  -0.88820  -5.37270  -0.10410
H  -1.68120  -3.54390  -2.50620
H  -0.01520  -3.80630  -2.04090
H  -0.65400  -2.14360  -2.12010
H  -1.49500  -2.46120  2.28180
H  -4.50030  -1.93080  2.55840
H  -3.39730  -2.58580  3.74820
H  -3.79880  -3.53330  2.33440
H  -3.00740  0.20630  2.11290
H  -1.21270  -0.02790  2.18740
H  -2.25580  -0.42010  3.57080

Force components x, y, z for each atom (eV/Å):
Hf 0.0 -0.1 0.2
C 0.1 0.0 -0.2
C 0.2 0.0 0.2
N -0.1 0.3 -0.4
O 0.2 -0.1 0.0
C 0.6 -0.2 0.2
C 0.0 -0.2 0.1
N -0.3 0.7 -0.5
O -0.5 0.2 -0.3
H 0.0 0.1 0.0
H 0.0 -0.1 0.0
H 0.0 0.0 0.0
H -0.2 -0.1 0.4
H 0.2 0.1 -0.1
H 0.1 -0.1 -0.1
H -0.1 0.0 0.0
C -0.2 -0.1 -0.1
C 0.0 -0.2 0.0
C -0.1 -0.4 0.0
C 0.2 0.6 0.1
N -0.5 -0.3 -0.3
C 0.5 0.0 0.3
C -0.4 0.4 -0.1
C 0.3 -0.3 0.0
C 0.1 -0.3 0.0
C 0.2 0.1 0.1
C -0.4 -0.3 -0.3
N 0.5 0.2 0.3
H 0.0 0.0 0.1
H 0.1 0.0 0.0
H 0.0 0.1 0.0
H -0.1 0.1 -0.1
H 0.1 0.0 0.0
H -0.1 0.1 0.0
H 0.0 -0.1 0.0
H 0.0 0.1 0.1
C 0.0 0.0 0.2
C 0.2 0.5 -0.2
C 0.0 -0.2 0.1
P -0.2 -1.8 0.7
C -0.4 0.2 -0.4
C 0.0 0.3 0.1
C -0.1 0.0 0.2
C 0.1 0.2 -0.2
C 0.0 0.0 -0.1
C -0.4 -0.4 -0.2
H -0.1 -0.1 0.0
H 0.0 0.1 -0.1
H 0.0 0.1 0.1
H 0.2 0.2 0.0
H 0.0 0.0 -0.1
H -0.1 0.0 0.0
H 0.0 0.0 -0.1
H 0.1 0.5 0.1
H -0.1 0.0 -0.1
H 0.0 0.0 0.1
H 0.1 -0.1 -0.1
H -0.1 0.1 0.0
H 0.1 0.0 0.0
H 0.0 -0.2 -0.2
H -0.2 0.1 -0.2
H -0.1 0.0 0.0
H 0.0 0.0 0.1
H 0.0 -0.1 0.0
H 0.2 0.1 -0.1
H -0.2 0.2 0.5
H 0.4 0.2 0.0

Frontier orbital gap (eV): 7.92
M (g/mol): 610.03
Total charge: +3
Relative energy (zero: lowest compared OMol25 entry of this formula, charge and spin) (kcal/mol): 0.0
Electronic energy (eV): -45061.4454
Lowest unoccupied orbital energy (eV): -10.10

Entry 3:
Below is C23H36N2O3 in the gas phase, with properties calculated with ωB97M-V/def2-TZVPD.

Positions of all 64 atoms, in Å:
C  4.50430  2.64209  -0.92651
C  4.15166  1.43880  -1.79193
H  3.75463  1.78096  -2.74964
H  5.05344  0.86133  -1.99488
C  3.08301  0.55693  -1.12444
N  3.53018  0.05364  0.15915
C  3.08897  0.49196  1.36246
O  3.58900  0.12260  2.41165
C  1.93129  1.44126  1.35807
C  2.08164  2.72426  1.84567
C  0.98996  3.58012  1.90477
C  -0.26230  3.15605  1.49757
C  -0.43045  1.83333  1.02111
C  0.66965  0.99718  0.95939
H  0.57000  -0.01935  0.61229
O  -1.69502  1.51865  0.63921
C  -2.00649  0.20294  0.21806
C  -2.12699  -0.76761  1.39504
C  -2.61247  -2.12665  0.89631
N  -3.90274  -1.97660  0.25879
C  -3.79044  -1.13400  -0.91384
C  -3.35525  0.26816  -0.49504
H  -3.28183  0.91940  -1.36665
H  -4.08717  0.69126  0.19215
H  -4.76170  -1.07549  -1.40443
H  -3.05676  -1.53233  -1.63949
C  -4.64558  -3.21705  0.08585
C  -4.14097  -4.12067  -1.04801
H  -4.68178  -5.06331  -1.03423
H  -3.08085  -4.33271  -0.92808
H  -4.29718  -3.64961  -2.01562
C  -6.13574  -2.91909  -0.09045
H  -6.71287  -3.82892  0.05289
H  -6.34998  -2.53698  -1.08519
H  -6.45140  -2.18265  0.64292
H  -4.52858  -3.76038  1.03171
H  -2.71584  -2.80726  1.74450
H  -1.85374  -2.54884  0.20947
H  -2.85382  -0.36050  2.09869
H  -1.17217  -0.87606  1.91152
H  -1.24498  -0.15653  -0.49216
O  -1.39302  3.91532  1.51480
C  -1.30744  5.22710  2.01038
H  -0.63263  5.84452  1.40741
H  -2.31657  5.63113  1.94590
H  -0.97748  5.24408  3.05453
H  1.13321  4.58058  2.28038
H  3.04966  3.06271  2.18023
C  4.57773  -0.94742  0.12059
C  4.12799  -2.14881  -0.70593
C  3.73478  -1.69319  -2.10773
C  2.65294  -0.62057  -2.01214
H  2.39750  -0.24740  -3.00518
H  1.75435  -1.06809  -1.58021
H  3.36212  -2.53909  -2.68890
H  4.61000  -1.29669  -2.62515
H  4.93465  -2.88156  -0.75213
H  3.26965  -2.61720  -0.21962
H  4.78064  -1.23512  1.15422
H  5.49171  -0.52037  -0.30577
H  2.21112  1.19407  -0.94642
H  4.90130  2.31936  0.03316
H  3.62162  3.25092  -0.74195
H  5.25354  3.25738  -1.41911

Force components x, y, z for each atom (eV/Å):
C 0.0 -0.1 -0.2
C -0.2 0.0 0.3
H 0.0 -0.1 -0.1
H 0.0 0.0 -0.1
C -0.2 0.2 -0.6
N 0.0 -0.1 -0.1
C 0.0 0.1 0.1
O 0.0 0.1 0.3
C -0.1 0.2 0.3
C 0.1 -0.3 -0.1
C -0.2 0.1 0.0
C -0.2 -0.1 0.0
C 0.0 0.2 0.0
C -0.1 0.0 0.0
H -0.1 -0.1 -0.1
O 0.1 0.2 0.1
C -0.3 -0.4 0.0
C 0.2 0.0 -0.2
C 0.1 0.1 0.2
N 0.1 0.0 0.1
C -0.1 0.2 0.1
C 0.3 0.0 -0.1
H 0.0 0.0 0.0
H -0.1 0.0 0.0
H 0.0 0.0 -0.1
H -0.1 0.0 0.0
C -0.2 -0.2 -0.1
C 0.0 0.2 0.3
H 0.0 -0.1 -0.1
H 0.1 -0.1 -0.1
H 0.0 0.0 -0.1
C 0.3 -0.1 0.1
H -0.1 -0.1 0.0
H -0.1 0.0 -0.1
H -0.1 0.1 0.1
H 0.0 0.1 -0.1
H 0.0 0.0 -0.1
H 0.0 -0.1 0.1
H 0.0 0.0 0.0
H 0.0 0.0 0.0
H -0.1 0.0 0.1
O 0.1 -0.4 -0.1
C 0.0 0.2 0.1
H 0.0 0.0 0.0
H 0.1 0.0 0.0
H 0.0 0.0 0.0
H -0.1 0.1 0.0
H 0.1 0.0 0.1
C 0.1 -0.4 0.3
C 0.2 0.2 -0.2
C -0.2 -0.1 0.1
C 0.1 0.1 0.0
H -0.1 0.0 0.0
H -0.1 0.0 0.0
H 0.1 0.0 -0.1
H 0.1 0.0 -0.1
H 0.0 0.0 0.0
H 0.0 0.0 0.1
H 0.1 0.1 -0.2
H 0.0 0.0 0.0
H 0.2 -0.1 -0.1
H 0.1 0.0 0.1
H -0.1 0.1 0.1
H 0.1 0.1 0.0

Frontier orbital gap (eV): 8.70
M (g/mol): 388.55
Structure (SMILES): CC[C@H]1CCCCN1C(=O)c1ccc(OC)c(OC2CCN(C(C)C)CC2)c1
Relative energy (zero: lowest compared OMol25 entry of this formula, charge and spin) (kcal/mol): 29.2
Electronic energy (eV): -33558.4567
Lowest unoccupied orbital energy (eV): 0.69